Entry 1:
{"formula": "C32H23Cl2IN10O2V", "method": "wB97M-V/def2-TZVPD", "de_lowest_kj_mol": 10.91, "e_lumo_ev": [-1.24, -1.46], "orbital_gap_ha": [0.210, 0.186], "e_tot_ev": -111387.2162, "multiplicity": 2, "elements": ["I", "V", "Cl", "Cl", "O", "O", "N", "N", "N", "N", "N", "N", "N", "N", "N", "N", "C", "C", "C", "C", "C", "C", "C", "C", "C", "C", "C", "C", "C", "C", "C", "C", "C", "C", "C", "C", "C", "C", "C", "C", "C", "C", "C", "C", "C", "C", "C", "C", "H", "H", "H", "H", "H", "H", "H", "H", "H", "H", "H", "H", "H", "H", "H", "H", "H", "H", "H", "H", "H", "H", "H"], "xyz": [[0.3801, -3.9865, -1.2737], [0.3727, 0.1845, 0.1248], [-6.3320, -2.6262, 2.1740], [-2.8482, -1.5458, -1.7552], [2.4852, 1.3216, 3.5158], [-0.9436, -1.0607, 0.4425], [-1.0059, 2.3916, -2.9834], [1.2171, 0.2129, 1.9267], [-0.1597, 1.5985, -3.7946], [1.9062, -1.1228, -0.1204], [-1.1288, 1.7565, 0.5222], [1.5979, -1.4954, -2.4807], [-0.0924, 0.7655, -1.7080], [1.6002, 2.0698, 0.2086], [-2.7213, 4.0160, 0.6489], [-1.4877, -1.1030, 3.1232], [-3.7606, -1.8215, 2.6660], [-2.2335, 3.5878, -0.5046], [2.3663, -1.6325, 0.9993], [3.3901, -2.5925, 1.0342], [0.9016, -2.6450, -2.7946], [-2.4274, 3.3014, 1.7353], [-0.8704, 1.8916, -1.8076], [1.8833, 1.2528, 2.4508], [-2.1431, -1.3765, 0.8449], [0.9731, -2.0011, -5.1060], [2.1431, 4.2916, -0.4630], [0.5056, -2.8921, -4.0547], [2.3145, 3.6782, 1.8322], [0.0324, 0.3246, -3.0758], [3.9232, -3.0866, -0.1764], [-3.1521, -1.6668, -0.0506], [1.6679, -1.1284, 2.2549], [3.5070, -2.5760, -1.3532], [-2.4658, -1.4366, 2.2433], [1.9148, 2.4063, 1.4674], [-1.7557, -1.1489, 4.4007], [-4.4383, -2.0563, 0.3605], [-1.6259, 2.1776, 1.6823], [-4.0057, -1.8609, 4.0583], [-4.7347, -2.1370, 1.6861], [2.4161, 4.6454, 0.8476], [-1.4496, 2.4380, -0.5836], [-3.0092, -1.5273, 4.9260], [2.5532, -1.4232, -1.3988], [1.3781, -0.3369, -3.3658], [1.4582, -0.7955, -4.8001], [1.7363, 2.9989, -0.7421], [-0.7551, -0.4088, -3.3323], [1.4956, 2.6931, -1.7528], [2.7159, 5.6549, 1.0967], [0.8067, -1.7705, 2.4643], [2.5528, 3.8621, 2.8709], [3.7210, -2.9731, 1.9898], [-2.8328, 3.6423, 2.6794], [-5.1877, -2.2874, -0.3832], [2.2308, 5.0038, -1.2716], [-0.5765, 1.5088, -4.7102], [0.9560, -2.3548, -6.1295], [-4.9834, -2.1535, 4.4149], [4.6492, -3.8889, -0.1524], [-1.3616, 1.6048, 2.5640], [3.1513, -0.5276, -1.6291], [-3.1677, -1.5476, 5.9954], [-2.4623, 4.1498, -1.4012], [-0.9454, -0.8718, 5.0693], [2.1617, 0.3912, -3.1454], [2.3376, -1.1477, 3.1171], [3.8829, -2.9221, -2.3075], [1.8734, -0.1284, -5.5443], [-0.0946, -3.7577, -4.2860]]}



Entry 2:
{"formula": "C41H28BrClLuN3O7PS", "method": "wB97M-V/def2-TZVPD", "de_lowest_kj_mol": 298.09, "charge": 1, "e_lumo_ev": -5.10, "orbital_gap_ha": 0.195, "e_tot_ev": -198079.9299, "elements": ["Lu", "Br", "Cl", "S", "P", "O", "O", "O", "O", "O", "O", "O", "N", "N", "N", "C", "C", "C", "C", "C", "C", "C", "C", "C", "C", "C", "C", "C", "C", "C", "C", "C", "C", "C", "C", "C", "C", "C", "C", "C", "C", "C", "C", "C", "C", "C", "C", "C", "C", "C", "C", "C", "C", "C", "C", "C", "H", "H", "H", "H", "H", "H", "H", "H", "H", "H", "H", "H", "H", "H", "H", "H", "H", "H", "H", "H", "H", "H", "H", "H", "H", "H", "H", "H"], "xyz": [[-1.2104, -0.1532, 1.1391], [-9.7331, 0.7978, 2.3030], [4.2901, 1.5045, 5.2698], [-0.5819, -2.7050, 1.7923], [1.3373, -1.1670, -0.3220], [-2.6464, -0.1916, -2.0380], [-3.0404, -0.6178, 2.1567], [-3.1131, 0.9217, 0.5790], [-0.9258, 1.3629, 2.5961], [-0.0489, -1.4410, 2.3994], [-1.2949, -2.2419, 0.5545], [-1.3345, -3.5371, 2.6591], [-1.5480, 0.1601, -1.3267], [0.3479, 1.9576, 0.2869], [-1.4355, 1.3000, -1.8223], [-7.2798, -0.6129, 2.2634], [3.7501, -0.5288, 0.9496], [1.0769, -4.8100, 1.6909], [0.8250, -2.3893, -4.7928], [2.9345, -0.2906, -0.1574], [1.2063, -1.6026, -2.1211], [0.3934, 3.8849, -3.4841], [1.6102, 0.9789, 5.1331], [-5.1650, 0.3579, 1.6713], [4.9043, 0.2166, 1.1554], [0.3849, 0.9350, 4.5332], [3.2858, 0.7387, -1.0346], [1.2658, 3.7315, -1.2148], [-0.0165, -2.1261, -2.5536], [-0.4548, 2.2990, -1.9392], [1.7156, -2.8649, 0.3380], [2.2276, -5.4647, 1.2791], [-2.4075, 1.4889, -4.0311], [1.3410, 2.1503, 1.1357], [-0.4964, 2.8790, -3.2253], [-5.7745, 1.5873, 1.4553], [2.7531, 1.4570, 4.4434], [4.4391, 1.4851, -0.8311], [1.3831, 1.7842, 2.4959], [1.2540, 4.3160, -2.4580], [2.2455, -1.5179, -3.0502], [0.8404, -3.5297, 1.2160], [-7.1384, 1.7277, 1.6567], [-1.4183, 2.3504, -4.2686], [2.0554, -1.9018, -4.3724], [2.6454, 1.8609, 3.1614], [-0.2078, -2.5128, -3.8738], [-2.6406, 1.1701, -2.6104], [-5.9105, -0.7371, 2.0862], [3.1071, -4.8384, 0.4089], [-7.8765, 0.6204, 2.0496], [0.2306, 1.3573, 3.1946], [0.4224, 2.6349, -0.9114], [-3.7134, 0.2145, 1.4677], [2.8507, -3.5546, -0.0598], [5.2546, 1.2207, 0.2640], [-5.1790, 2.4360, 1.1419], [0.4233, 4.3500, -4.4610], [2.6602, 0.9652, -1.8915], [-3.4608, 1.7061, -2.1261], [-0.4897, 0.5717, 5.0569], [4.0039, -5.3542, 0.0884], [-1.2707, 2.7201, -5.2768], [-7.8767, -1.4592, 2.5735], [4.7033, 2.2686, -1.5315], [3.5129, 2.2267, 2.6224], [0.3691, -5.2726, 2.3661], [-0.8173, -2.2896, -1.8410], [1.7249, 0.6468, 6.1579], [1.9261, 5.1435, -2.6494], [3.2221, -1.1605, -2.7513], [6.1580, 1.7960, 0.4213], [3.5491, -3.0892, -0.7473], [-7.6255, 2.6825, 1.5121], [-5.4176, -1.6829, 2.2731], [5.5254, 0.0127, 2.0193], [2.4349, -6.4637, 1.6397], [0.6807, -2.6896, -5.8232], [3.4856, -1.2966, 1.6684], [2.2600, 2.6005, 0.7575], [1.9146, 4.1340, -0.4506], [-3.0991, 1.1379, -4.7847], [2.8794, -1.8300, -5.0722], [-1.1619, -2.9251, -4.1783]]}



Entry 3:
{"formula": "C4H4N2O2", "method": "wB97M-V/def2-TZVPD", "de_lowest_kj_mol": 373.38, "e_lumo_ev": 0.13, "orbital_gap_ha": 0.375, "smiles": "[H]/N=C1\\NC(=O)[C@@H]2O[C@H]12", "e_tot_ev": -11284.6698, "elements": ["O", "O", "N", "N", "C", "C", "C", "C", "H", "H", "H", "H"], "xyz": [[2.1659, -0.9920, 0.2720], [0.3894, 1.5103, 0.6648], [-2.4854, -0.4728, 0.2783], [-0.1692, -1.2318, -0.3755], [1.0755, -0.5872, -0.1033], [-0.6230, 1.1260, -0.2624], [0.8318, 0.9679, -0.4645], [-1.2067, -0.2236, -0.1641], [-1.2038, 1.9029, -0.6067], [1.5452, 1.5830, -1.0652], [-0.2564, -1.8578, 0.6168], [-2.4120, -1.5412, 0.2060]]}



Entry 4:
{"formula": "C3H3NO2", "method": "wB97M-V/def2-TZVPD", "de_lowest_kj_mol": 184.37, "e_lumo_ev": 0.85, "orbital_gap_ha": 0.360, "smiles": "Oc1cocn1", "e_tot_ev": -8743.2203, "elements": ["O", "O", "N", "C", "C", "C", "H", "H", "H"], "xyz": [[1.9852, -0.1301, 0.1726], [-1.3333, 0.8304, -0.0361], [-0.2081, -1.0816, 0.1962], [-1.3634, -0.4868, 0.1004], [0.0325, 1.1613, -0.0334], [0.6569, -0.0281, 0.1662], [0.3879, 1.6812, -0.8870], [-2.3278, -0.9715, 0.1364], [2.2054, -1.0641, 0.1136]]}



Entry 5:
{"formula": "C2H3N2OS", "method": "wB97M-V/def2-TZVPD", "de_lowest_kj_mol": 61.15, "charge": -1, "e_lumo_ev": 3.87, "orbital_gap_ha": 0.270, "smiles": "C/N=N/C([O-])=S", "e_tot_ev": -17984.8471, "elements": ["S", "O", "N", "N", "C", "C", "H", "H", "H"], "xyz": [[1.0291, -1.7943, -2.1825], [0.5961, 0.6727, -2.8195], [0.0921, 0.4953, 0.2539], [-0.4453, -0.2416, -0.5872], [-0.3100, 0.3033, 1.6345], [0.4498, -0.2921, -2.1194], [0.2143, -0.4310, 2.1384], [-0.1371, 1.3067, 2.0494], [-1.4891, -0.0189, 1.6324]]}



Entry 6:
{"formula": "C10H18INO2", "method": "wB97M-V/def2-TZVPD", "de_lowest_kj_mol": 380.23, "e_lumo_ev": 0.52, "orbital_gap_ha": 0.327, "smiles": "CCC/C=C(C)\\N=C(/I)C(OC)OC", "e_tot_ev": -24343.6653, "elements": ["I", "O", "O", "N", "C", "C", "C", "C", "C", "C", "C", "C", "C", "C", "H", "H", "H", "H", "H", "H", "H", "H", "H", "H", "H", "H", "H", "H", "H", "H", "H", "H"], "xyz": [[2.9301, -0.6441, 0.7057], [0.3528, 2.3788, -1.0651], [1.0905, 1.9701, 1.1501], [0.4083, -0.5965, -0.8532], [0.7225, 2.5995, -2.3703], [1.9051, 3.0464, 1.7193], [-1.8034, -1.2790, 1.3521], [-2.9888, -0.7585, 2.1910], [-1.0388, -2.3471, -0.6910], [-2.1427, -1.5482, -0.0501], [1.2003, -2.8692, -1.5095], [0.1405, -1.9187, -1.0134], [1.3134, 1.7965, -0.2276], [1.2687, 0.1053, -0.3114], [2.1451, -2.9916, -0.8956], [1.6759, 3.0719, 2.8349], [0.1185, 3.3922, -2.8429], [-1.4721, -2.2800, 1.9087], [0.7988, 1.6810, -3.0015], [2.3017, 2.1249, -0.5533], [1.5018, -2.5470, -2.5799], [-3.1210, -2.1237, 0.0047], [1.6704, 3.0476, -2.5927], [0.7470, -3.9076, -1.7933], [-0.9342, -0.6212, 1.6509], [1.6167, 4.1007, 1.3832], [3.0950, 2.8373, 1.6609], [-3.5362, -1.5483, 2.5774], [-2.7441, -0.0184, 3.1090], [-2.2664, -0.5338, -0.5191], [-1.2192, -3.4334, -0.8851], [-3.7361, -0.1858, 1.5070]]}



Entry 7:
{"formula": "C18H27ClNO4P2Sm", "method": "wB97M-V/def2-TZVPD", "charge": 2, "e_lumo_ev": [-7.22, -6.88], "orbital_gap_ha": [0.175, 0.197], "e_tot_ev": -77774.9437, "multiplicity": 6, "elements": ["Sm", "Cl", "P", "P", "O", "O", "O", "O", "N", "C", "C", "C", "C", "C", "C", "C", "C", "C", "C", "C", "C", "C", "C", "C", "C", "C", "C", "H", "H", "H", "H", "H", "H", "H", "H", "H", "H", "H", "H", "H", "H", "H", "H", "H", "H", "H", "H", "H", "H", "H", "H", "H", "H", "H"], "xyz": [[0.1550, 0.6799, -0.3525], [-0.0916, 1.1581, 8.2874], [-2.5186, 0.7290, -1.3686], [2.4392, -1.1735, -0.1521], [-0.1766, 3.0317, -1.0504], [0.6083, 1.9650, 1.7683], [2.0489, 1.4178, -1.9143], [-0.5105, 0.0141, 1.6823], [-0.1016, -1.0146, -2.1793], [0.1013, 2.2493, 4.4705], [2.4682, -2.9883, 0.1186], [-1.2694, -1.4720, -2.7121], [-0.1495, 1.0232, 3.8541], [-0.1019, 1.1219, 6.5871], [-0.3176, -0.1222, 5.9472], [-4.1581, 0.8022, -0.5810], [0.1010, 2.3004, 5.8541], [-0.0594, -2.9793, -4.1721], [-0.3434, -0.1723, 4.5611], [-0.0985, 0.9236, 2.4282], [1.1316, -2.4896, -3.6814], [2.3239, -1.1934, -1.9021], [-1.3014, -2.4888, -3.6983], [4.1877, -0.6725, 0.1408], [1.0832, -1.5718, -2.6100], [-2.6074, -0.9242, -2.1973], [-2.7396, 1.8262, -2.8101], [2.3431, 0.6022, -2.2930], [2.1513, -3.1536, 1.1555], [0.2698, 3.1538, 3.8827], [-3.3165, -0.8295, -3.0537], [3.2804, -1.3813, -2.4654], [2.0971, -2.8367, -3.9821], [-4.1294, 1.6014, 0.1758], [4.8519, -1.5223, -0.0830], [3.4959, -3.3493, -0.0551], [-0.0649, -3.7367, -4.9373], [-2.6304, 2.8704, -2.4839], [1.8420, 1.8618, -2.7707], [-0.4721, -1.0221, 6.5141], [-3.7451, 1.6773, -3.2274], [-4.3788, -0.1557, -0.0843], [-0.5170, 3.8654, -0.5718], [4.2813, -0.3987, 1.2017], [0.0885, 2.4698, 1.1110], [1.7608, -3.4601, -0.5840], [-3.0422, -1.6313, -1.4493], [-4.9367, 1.0300, -1.3270], [-1.9861, 1.6124, -3.5809], [-0.5072, -1.0837, 3.9855], [-2.2764, -2.8387, -4.0657], [0.7389, 3.2383, -1.2338], [4.4473, 0.1984, -0.4802], [0.2512, 3.2386, 6.3839]]}



Entry 8:
{"formula": "C4H4", "method": "wB97M-V/def2-TZVPD", "de_lowest_kj_mol": 192.18, "e_lumo_ev": 0.99, "orbital_gap_ha": 0.430, "smiles": "C#C.C#C", "e_tot_ev": -4208.1668, "elements": ["C", "C", "C", "C", "H", "H", "H", "H"], "xyz": [[2.0484, -2.1566, 0.7209], [-2.9063, 2.2088, -1.0467], [2.8115, -3.0334, 1.0308], [-2.0056, 2.9664, -0.7514], [1.4352, -1.2912, 0.5695], [-3.6824, 1.5087, -1.2614], [-1.1978, 3.6098, -0.5705], [3.4970, -3.8125, 1.3088]]}